Record 1
DFT (ωB97M-V/def2-TZVPD) results for C13H18EuINO3 as an isolated structure in a non-equilibrium geometry.

Last column: Mulliken spin population.
Positions of all 37 atoms, in Å:
1 C -3.89 1.90 0.11  0.000
2 O -3.05 1.91 -1.10  0.000
3 C -2.82 0.57 -1.64  0.000
4 C -1.38 -0.11 -1.25  0.000
5 C -0.07 0.61 -1.33  -0.001
6 C 0.07 2.16 -1.85  0.001
7 C 0.69 3.15 -0.65  0.000
8 N -0.31 4.16 -0.13  0.000
9 C 1.34 -0.17 -0.88  -0.001
10 O 2.52 0.49 -0.89  0.000
11 C 1.37 -1.76 -0.40  0.001
12 C 2.72 -2.58 0.04  0.000
13 C 2.92 -2.52 1.67  0.000
14 C 1.67 -3.19 2.53  0.011
15 I 3.15 -0.43 2.43  -0.020
16 C 0.04 -2.45 -0.38  0.001
17 C -1.39 -1.69 -0.76  0.000
18 O -2.50 -2.44 -0.61  0.000
19 H -4.61 2.85 0.03  0.000
20 H -4.59 0.97 0.22  0.000
21 H -3.22 2.07 1.05  0.000
22 H -2.86 0.61 -2.83  0.000
23 H -3.67 -0.22 -1.35  0.000
24 H 0.92 2.16 -2.69  0.000
25 H -0.88 2.61 -2.36  0.000
26 H 1.00 2.47 0.25  0.000
27 H 1.69 3.67 -1.06  0.000
28 H -0.33 4.97 -0.82  0.000
29 H 0.12 4.54 0.76  0.000
30 H 3.66 -2.12 -0.51  -0.001
31 H 2.67 -3.72 -0.32  0.000
32 H 3.88 -3.16 1.95  0.001
33 H 1.95 -3.03 3.68  -0.015
34 H 1.47 -4.30 2.25  -0.002
35 H 0.64 -2.61 2.36  0.001
36 H 0.05 -3.60 -0.06  0.000
37 Eu 0.99 -1.77 4.54  7.026

Calculated values
- spin multiplicity = 8
- DFT total energy (hartree) = -1793.63620
- frontier orbital gap (spin up / spin down) (eV) = 4.4 / 4.6
- max |F| (eV/A) = 8.313
- charge = +2
- LUMO level (spin up / spin down) (eV) = -9.105 / -8.893
- expectation value of S² = 15.760



Record 2
DFT (ωB97M-V/def2-TZVPD) results for C9H12Cl2N2O4RuTm as an isolated structure in a non-equilibrium geometry.

Last column: Mulliken spin population.
Positions of all 31 atoms, in Å:
1 Tm 0.07 0.99 -7.55  1.993
2 Ru 0.05 0.00 0.05  3.407
3 Cl -0.60 3.08 -6.87  -0.001
4 Cl 2.04 -1.15 -0.26  0.431
5 C -0.66 -1.23 1.18  -0.036
6 C -0.43 1.41 -9.59  0.001
7 C 0.54 -0.85 -8.42  0.006
8 O -1.06 -2.02 1.93  0.072
9 O -0.76 1.73 -10.70  0.002
10 O 0.82 -1.93 -8.79  0.000
11 C -0.53 4.40 1.53  -0.008
12 N 0.21 3.51 2.46  0.483
13 C 0.52 4.12 3.76  0.017
14 C 0.94 3.07 4.77  0.022
15 C 1.97 2.20 4.12  -0.004
16 N 1.31 1.53 2.99  0.471
17 C 1.60 0.10 2.87  0.003
18 C 0.52 2.24 2.14  -0.089
19 O 0.04 1.74 1.02  0.040
20 H -1.48 4.71 1.99  0.024
21 H -0.75 3.92 0.57  0.005
22 H 0.07 5.30 1.33  0.028
23 H 1.32 4.86 3.61  0.029
24 H -0.36 4.63 4.17  0.013
25 H 0.09 2.45 5.08  0.001
26 H 1.35 3.55 5.66  0.001
27 H 2.38 1.49 4.83  0.006
28 H 2.79 2.82 3.73  0.029
29 H 2.09 -0.09 1.91  0.015
30 H 2.30 -0.25 3.64  0.006
31 H 0.68 -0.48 3.03  0.033

Calculated values
- spin multiplicity = 8
- DFT total energy (hartree) = -2859.32314
- energy relative to the best compared isomer or geometry (same formula, charge and spin) (eV) = 0.000
- frontier orbital gap (spin up / spin down) (eV) = 3.9 / 5.5
- max |F| (eV/A) = 14.660
- charge = +4
- LUMO level (spin up / spin down) (eV) = -15.315 / -15.326
- expectation value of S² = 15.808